Here is a cluster of 2 separate species, C4H7NO4 in total at a distorted geometry from the OMol25 dataset. Energies are from wB97M-V/def2-TZVPD.

```
! RIJCOSX wB97M-V def2-TZVPD def2/J DEFGRID3
* xyz 0 1
C -2.17 -0.71 0.48
C -0.82 -1.12 -0.02
O 0.13 -1.02 1.13
O -0.63 -1.97 -0.87
H 0.84 -1.66 0.90
H -2.07 0.11 1.18
H -2.77 -0.37 -0.38
H -2.66 -1.57 0.94
C 1.80 0.54 -0.12
C 0.04 1.90 -0.73
O 2.55 -0.32 -0.85
N 0.60 0.76 -0.80
O 2.27 1.13 0.83
H 3.36 -0.45 -0.33
H 0.39 2.65 0.00
H -0.85 2.11 -1.34
*
```

Properties
- SMILES string: C=NC(=O)O.CC(=O)O
- HOMO: -10.33 eV
- Lowest unoccupied orbital energy: -0.1 eV
- Kohn-Sham gap: 0.3766 Ha

These are the Mulliken partial charges, in e, on atoms 1 to 8:
1. C -1.0005
2. C 0.7862
3. O -0.5145
4. O -0.5321
5. H 0.3179
6. H 0.2993
7. H 0.3079
8. H 0.3116